The following is a quantum chemistry calculation of the molecule C5H3IO3 at a distorted geometry, from the Open Molecules 2025 dataset.

Geometry (Å):
C1 0.1799 0.3491 -0.1021
C2 -0.5524 -0.7519 0.0172
C3 -0.1719 -2.1301 -0.3105
O1 -0.9354 -2.9671 -0.6786
O2 1.1548 -2.5804 -0.1594
C4 2.2279 -1.9800 0.2260
C5 2.9395 -1.0028 0.8293
I1 4.1324 0.4129 -0.1381
O3 3.3453 -2.5451 0.5726
H1 1.1931 0.3485 -0.4595
H2 -0.2462 1.3159 0.1087
H3 -1.5922 -0.6951 0.3132

total energy	-715.5662	Eh
SMILES	C=CC(=O)OC1=C(I)O1
HOMO level	-8.52	eV
charge	0
E_LUMO	-0.74	eV
energy above the lowest of the compared OMol25 structures with the same formula, charge and spin	91.9	kcal per mole

These are the natural (NBO) partial charges, in e, on atoms 1 to 5: atom 1 (C): -0.27, atom 2 (C): -0.35, atom 3 (C): 0.77, atom 4 (O): -0.47, atom 5 (O): -0.47